[1]
The following is a DFT calculation (ωB97M-V/def2-TZVPD) of a cluster of 3 separate species, C39H50BrIO6 in total.

SMILES: CC[C@@H](Br)c1c(-c2ccccc2)cc(CCCI)c2c1C(=O)C(CCC(C)C)=C(CC(C)C)C2=O.O=C1CCCO1.O=C1CCCO1
Calculated total energy (eV): -131683.37266
Max |F| (eV Å⁻¹): 0.94
Charge: 0
Frontier orbital gap (eV): 8.5
2S+1: 1
E_LUMO (eV): -0.54

Cartesian coordinates (Å):
C: 0.5700 4.5759 2.0523
C: 1.3438 3.7164 1.0639
C: 1.1929 2.1848 1.2040
Br: -0.2789 1.5776 2.3644
C: 1.1170 1.4398 -0.1054
C: 2.2011 0.6322 -0.4668
C: 3.3961 0.4876 0.4176
C: 4.5233 1.2779 0.1983
C: 5.6210 1.1511 1.0382
C: 5.6045 0.2491 2.0911
C: 4.4859 -0.5461 2.3078
C: 3.3866 -0.4216 1.4694
C: 2.2089 -0.0687 -1.6714
C: 1.1439 -0.0293 -2.5632
C: 1.1789 -0.7946 -3.8734
C: 2.3618 -1.7576 -4.0189
C: 3.5860 -1.0358 -4.5761
I: 5.3296 -2.2508 -4.5413
C: 0.0392 0.7473 -2.1832
C: 0.0285 1.4731 -0.9883
C: -1.2152 2.2624 -0.7230
O: -1.2147 3.3423 -0.1766
C: -2.5064 1.6802 -1.2170
C: -3.7181 1.9394 -0.3722
C: -4.3443 0.6576 0.2628
C: -4.1510 0.5339 1.7907
C: -5.5221 0.4995 2.5087
C: -3.3393 -0.7216 2.1332
C: -2.4864 1.0041 -2.3756
C: -3.7060 0.4066 -3.0330
C: -4.6713 1.4130 -3.6673
C: -4.0530 2.0996 -4.8873
C: -6.0034 0.7068 -4.0329
C: -1.1732 0.8249 -3.0571
O: -1.1029 0.7526 -4.2674
H: 0.7606 4.2718 3.0820
H: -0.5008 4.5293 1.8675
H: 0.8777 5.6189 1.9620
H: 1.0657 3.9964 0.0505
H: 2.4057 3.9438 1.1889
H: 2.0649 1.8250 1.7347
H: 4.5113 1.9815 -0.6244
H: 6.4979 1.7682 0.8883
H: 6.4517 0.1705 2.7548
H: 4.4756 -1.2410 3.1361
H: 2.5085 -1.0280 1.6571
H: 3.0847 -0.6620 -1.8952
H: 1.2155 -0.0800 -4.6948
H: 0.2598 -1.3737 -3.9556
H: 2.6002 -2.2827 -3.0944
H: 2.0985 -2.5361 -4.7382
H: 3.3974 -0.7549 -5.6091
H: 3.7931 -0.1284 -4.0133
H: -4.4806 2.4943 -0.9185
H: -3.4130 2.6015 0.4382
H: -5.4056 0.6820 0.0180
H: -3.8713 -0.2083 -0.2003
H: -3.6162 1.4005 2.1861
H: -5.8688 1.5206 2.6685
H: -5.4155 -0.0050 3.4679
H: -6.2421 -0.0511 1.9051
H: -3.7171 -1.5867 1.5912
H: -2.3008 -0.5703 1.8246
H: -3.3494 -0.8868 3.2060
H: -3.3618 -0.2643 -3.8250
H: -4.2233 -0.2196 -2.3050
H: -4.9308 2.2077 -2.9664
H: -4.0175 1.4401 -5.7529
H: -3.0459 2.4388 -4.6424
H: -4.6175 3.0024 -5.1276
H: -6.8378 1.1728 -3.5063
H: -5.9787 -0.3329 -3.7075
H: -6.2227 0.7741 -5.0968
O: -4.7489 -2.9069 3.6237
C: -5.6264 -3.4170 2.9953
C: -5.6688 -4.8230 2.4245
C: -6.8142 -4.7421 1.4168
C: -7.6942 -3.6608 2.0328
O: -6.7869 -2.7760 2.7093
H: -5.8825 -5.5163 3.2392
H: -4.7149 -5.0761 1.9709
H: -7.3398 -5.6813 1.2579
H: -6.4323 -4.4022 0.4531
H: -8.3935 -4.0644 2.7684
H: -8.2518 -3.0889 1.2952
O: 7.6289 -1.7588 3.3437
C: 8.7585 -1.3812 3.2478
C: 9.9049 -2.0406 2.5057
C: 11.1280 -1.3209 3.0719
C: 10.5475 0.0414 3.4336
O: 9.1803 -0.2163 3.7970
H: 9.7731 -1.8550 1.4386
H: 9.9102 -3.1105 2.6916
H: 11.9689 -1.2569 2.3849
H: 11.4680 -1.8292 3.9750
H: 10.5537 0.7322 2.5878
H: 11.0476 0.5126 4.2758


[2]
The following is a DFT calculation (ωB97M-V/def2-TZVPD) of a structure of composition C39H51AsF7N5O4P2PbS4.

Relative energy (zero: lowest compared OMol25 entry of this formula, charge and spin) (kcal per mole): 18.0
Calculated total energy (eV): -203941.64764
Max |F| (eV Å⁻¹): 0.15
Charge: +1
Frontier orbital gap (alpha / beta) (eV): 6.1 / 5.2
2S+1: 2
E_LUMO (alpha / beta) (eV): -3.27 / -4.23

Cartesian coordinates (Å):
Pb: -0.4902 0.1779 0.0411
C: -2.5513 -3.6737 -2.6804
C: -2.2784 -2.2379 -2.3096
O: -1.2746 -1.9117 -1.6732
N: -3.1917 -1.3420 -2.7161
C: -3.1229 0.0784 -2.3952
C: -3.8160 0.4158 -1.0979
C: -5.1808 0.6553 -1.0853
C: -5.7954 1.0048 0.1040
C: -5.0219 1.1139 1.2461
C: -3.6660 0.8556 1.1553
N: -3.0764 0.4968 0.0110
H: -1.6789 -4.2736 -2.4378
H: -2.7755 -3.7704 -3.7425
H: -3.4088 -4.0448 -2.1169
H: -3.9999 -1.6820 -3.2095
H: -3.5850 0.6379 -3.2064
H: -2.0801 0.3866 -2.3658
H: -5.7431 0.6069 -2.0088
H: -6.8568 1.2140 0.1321
H: -5.4469 1.4122 2.1935
H: -3.0206 0.9694 2.0175
F: 6.1311 -1.8382 2.5632
C: 5.1473 -1.2576 3.2897
C: 3.9379 -0.9989 2.7164
C: 2.9495 -0.3501 3.4625
C: 1.6524 -0.0653 2.8195
O: 1.4383 -0.5048 1.6807
C: 0.7332 0.6948 3.6143
C: 1.0561 0.9910 4.9005
N: 2.2209 0.6662 5.5115
C: 2.4564 1.0797 6.8752
C: 1.3516 0.9181 7.8693
C: 2.5551 0.0263 7.9417
C: 3.2101 0.0247 4.7858
C: 4.4621 -0.2624 5.3520
C: 5.4284 -0.9081 4.6141
N: 6.7071 -1.1735 5.2066
C: 7.1225 -2.5747 5.2112
C: 8.4706 -2.6668 5.9472
N: 8.6378 -1.4166 6.7603
C: 8.8190 -0.2145 5.8703
C: 7.7939 -0.3208 4.7317
C: -0.6210 1.1895 3.1375
O: -1.4963 1.3468 3.9763
O: -0.7226 1.4491 1.8860
H: 3.7344 -1.2683 1.6876
H: 0.3335 1.5218 5.5051
H: 3.0892 1.9554 6.9643
H: 0.4271 0.4749 7.5278
H: 1.2348 1.6980 8.6068
H: 2.4244 -1.0000 7.6260
H: 3.2684 0.1778 8.7401
H: 4.6772 0.0041 6.3762
H: 7.2470 -2.9928 4.2088
H: 6.3610 -3.1559 5.7314
H: 9.3192 -2.7038 5.2669
H: 8.5198 -3.5227 6.6157
H: 9.4117 -1.5001 7.4175
H: 7.7735 -1.2738 7.2872
H: 9.8478 -0.2223 5.5164
H: 8.6588 0.6637 6.4922
H: 8.2615 -0.7198 3.8233
H: 7.4087 0.6682 4.4949
S: 1.4592 -3.5298 3.1758
As: -0.8948 -3.6293 2.0792
S: -1.8889 -1.8581 2.1793
S: 2.0923 -3.9296 1.3360
S: 0.5081 -3.4044 0.1968
C: 1.8233 2.5480 -4.0943
C: 2.1582 1.0715 -3.8699
C: 0.9533 0.2479 -4.3479
C: 3.3850 0.6777 -4.6912
P: 2.3026 0.7093 -2.0277
C: 3.1411 -0.9293 -2.0685
C: 2.2892 -2.0321 -2.1500
C: 2.7866 -3.3262 -2.2494
C: 4.1547 -3.5485 -2.2388
C: 5.0181 -2.4648 -2.1460
C: 4.5162 -1.1735 -2.0743
C: 3.4892 1.9260 -1.2164
C: 3.9548 1.2868 0.0980
C: 4.7084 2.4114 -2.0065
C: 2.6307 3.1456 -0.8414
H: 1.5710 2.6884 -5.1489
H: 2.6611 3.2067 -3.8725
H: 0.9636 2.8666 -3.5092
H: 0.7942 0.4390 -5.4127
H: 0.0443 0.5392 -3.8170
H: 1.1128 -0.8251 -4.2241
H: 3.2059 0.9364 -5.7386
H: 3.5775 -0.3950 -4.6423
H: 4.2865 1.2024 -4.3727
H: 1.2149 -1.8774 -2.1416
H: 2.0999 -4.1600 -2.3337
H: 4.5463 -4.5548 -2.3137
H: 6.0893 -2.6231 -2.1491
H: 5.2158 -0.3522 -2.0370
H: 4.6771 0.4838 -0.0530
H: 3.1064 0.8801 0.6518
H: 4.4281 2.0562 0.7162
H: 5.3775 1.6079 -2.3094
H: 5.2828 3.0960 -1.3745
H: 4.4243 2.9628 -2.9002
H: 1.7900 2.8669 -0.2022
H: 2.2152 3.6561 -1.7070
H: 3.2507 3.8613 -0.2934
F: -0.8694 2.2580 -1.2698
P: -1.6359 3.6422 -1.9201
F: -1.7264 4.2257 -0.4378
F: -2.3429 4.9125 -2.5596
F: -0.1747 4.2844 -2.1046
F: -1.5025 2.9165 -3.3630
F: -3.0569 2.8963 -1.7126


[3]
The following is a DFT calculation (ωB97M-V/def2-TZVPD) of a structure of composition C39H51BCl2N10O3RuS3.

Relative energy (zero: lowest compared OMol25 entry of this formula, charge and spin) (kcal per mole): 8.8
Calculated total energy (eV): -123124.23695
Max |F| (eV Å⁻¹): 1.11
Charge: +1
Frontier orbital gap (alpha / beta) (eV): 7.6 / 5.4
2S+1: 6
E_LUMO (alpha / beta) (eV): -1.69 / -3.85

Cartesian coordinates (Å):
Ru: 0.1715 0.5349 0.6600
C: 0.7588 -4.1628 2.1562
C: -0.7044 -4.5136 2.4477
C: -1.3980 -5.1304 1.2296
C: -0.7341 -5.5244 3.5909
N: -1.4407 -3.2852 2.8744
C: -2.0570 -3.1488 4.1022
C: -2.6064 -1.9217 4.1472
N: -2.3451 -1.2887 2.9551
B: -2.8212 0.1817 2.7877
N: -1.9488 1.0973 3.6704
C: -2.5065 2.1298 4.3854
C: -1.5185 2.7779 5.0276
N: -0.3275 2.1555 4.7005
C: -0.6119 1.1196 3.8657
S: 0.4903 -0.0284 3.2139
C: 1.0068 2.6143 5.1976
C: 0.8100 3.9220 5.9608
C: 1.5728 1.5551 6.1471
C: 1.9666 2.8895 4.0324
N: -2.8781 0.6057 1.2847
C: -3.7492 -0.0325 0.4521
C: -3.6770 0.5472 -0.7676
N: -2.7472 1.5511 -0.7147
C: -2.2295 1.5616 0.5575
S: -1.0741 2.6565 1.2139
C: -2.6385 2.5215 -1.8692
C: -2.7543 1.7174 -3.1631
C: -1.3331 3.3098 -1.9452
C: -3.8273 3.4750 -1.7217
C: -1.6249 -2.1254 2.1793
S: -1.0928 -1.7845 0.5808
H: 1.3174 -5.0753 1.9435
H: 1.2042 -3.6679 3.0222
H: 0.8242 -3.4987 1.2991
H: -0.8848 -6.0506 0.9500
H: -1.3843 -4.4519 0.3811
H: -2.4354 -5.3716 1.4670
H: -0.1891 -6.4126 3.2774
H: -1.7534 -5.8272 3.8325
H: -0.2503 -5.1289 4.4853
H: -2.0665 -3.9203 4.8473
H: -3.1653 -1.4383 4.9294
H: -3.9413 0.2453 3.2099
H: -3.5658 2.3160 4.3694
H: -1.5790 3.6266 5.6807
H: 0.1861 3.7856 6.8447
H: 0.3726 4.6895 5.3203
H: 1.7832 4.2747 6.2956
H: 0.9082 1.4091 7.0001
H: 2.5441 1.8832 6.5178
H: 1.6994 0.6040 5.6332
H: 1.4683 3.4458 3.2371
H: 2.3544 1.9687 3.6123
H: 2.8069 3.4827 4.3957
H: -4.3457 -0.8621 0.7890
H: -4.2046 0.2968 -1.6694
H: -2.0355 0.9005 -3.1557
H: -2.5327 2.3611 -4.0123
H: -3.7544 1.3148 -3.3155
H: -0.4714 2.6446 -1.9002
H: -1.2502 4.0660 -1.1741
H: -1.3083 3.8176 -2.9097
H: -4.7699 2.9294 -1.7820
H: -3.8014 4.2142 -2.5217
H: -3.7899 3.9993 -0.7644
C: 6.0779 -0.5999 0.8424
N: 4.7351 -0.0915 0.6612
C: 4.4008 1.3187 0.5947
C: 2.8818 1.2473 0.5870
O: 2.0859 2.1755 0.5238
N: 2.4994 -0.0424 0.6735
C: 3.5967 -0.7971 0.7024
N: 3.5421 -2.1220 0.7881
H: 6.7862 0.1468 0.4939
H: 6.2335 -1.5054 0.2554
H: 6.2870 -0.8152 1.8933
H: 4.7734 1.7848 -0.3190
H: 4.7652 1.8792 1.4584
H: 2.6429 -2.5411 0.6112
H: 4.3647 -2.6837 0.6635
Cl: 3.1880 -1.8879 -6.6363
C: 2.7656 -0.2126 -6.7149
C: 3.3941 0.6081 -7.6345
C: 3.0495 1.9473 -7.7028
C: 2.0967 2.4666 -6.8430
C: 1.4789 1.6389 -5.9212
Cl: 0.3584 2.3210 -4.7968
C: 1.7772 0.2711 -5.8514
N: 1.1385 -0.5910 -4.9504
C: -0.2093 -0.9122 -4.9711
C: -1.0427 -0.5394 -6.0329
C: -2.3844 -0.8715 -6.0263
C: -2.9270 -1.5847 -4.9659
C: -2.1023 -1.9614 -3.9190
C: -0.7476 -1.6537 -3.9069
C: 0.1345 -2.0847 -2.7782
C: 0.7350 -0.8927 -1.9750
O: 1.9579 -0.8686 -1.8306
O: -0.1105 -0.0364 -1.5149
H: 4.1375 0.1925 -8.3003
H: 3.5358 2.5927 -8.4211
H: 1.8362 3.5156 -6.8688
H: 1.7156 -1.0246 -4.2477
H: -0.6242 0.0013 -6.8713
H: -3.0079 -0.5820 -6.8627
H: -3.9746 -1.8584 -4.9698
H: -2.5086 -2.5310 -3.0892
H: 0.9852 -2.6730 -3.1270
H: -0.4389 -2.6906 -2.0745


Question: Among the records above, which one has the highest calculated total energy?
Answer: C39H51BCl2N10O3RuS3


Question: Which of these has the highest 2S+1?
Answer: C39H51BCl2N10O3RuS3